No. 1
# H18O9

A cluster of 9 separate species, H18O9 in total (ωB97M-V with the def2-TZVPD basis set, OMol25).

The geometry in XYZ format:
```
27
Properties=species:S:1:pos:R:3:forces:R:3:mulliken_charge:R:1
O -1.1404 0.5401 3.1983 0.77 -0.88 -0.91 -0.60
O 1.9820 2.2378 -0.7052 0.60 -1.12 1.37 -0.61
O -0.1880 -0.1755 0.1108 0.50 0.07 -1.74 -0.60
O 0.5492 -3.2947 0.6234 -1.02 2.21 -0.12 -0.57
O 2.0936 -0.7769 1.5269 0.64 -0.49 0.44 -0.67
O 1.1004 1.4838 -3.5886 -0.04 1.61 -1.21 -0.61
O -0.6798 -0.2626 -2.4349 0.35 0.02 -1.68 -0.73
O -1.5006 -2.0054 1.6421 -2.21 0.19 -1.20 -0.75
O -1.4350 2.1397 0.0039 -1.20 2.75 -0.04 -0.62
H 2.6083 0.0271 1.4771 0.21 0.21 -0.05 0.33
H -0.7700 -2.5829 1.5084 1.31 -0.68 0.03 0.42
H 0.3932 1.8198 -3.0534 -0.42 0.78 0.40 0.30
H 1.3875 1.8664 -0.0251 0.19 0.48 -0.68 0.30
H 0.8494 -4.1560 0.6243 0.97 -2.89 0.08 0.26
H 1.1805 -2.7961 0.1114 0.38 0.38 -0.05 0.26
H -0.8241 1.2608 2.6439 -0.24 0.13 0.17 0.31
H -2.2225 2.0257 -0.5233 -0.46 0.24 -0.04 0.29
H -1.3288 -1.3599 2.2981 0.53 0.92 1.42 0.33
H -1.0116 1.3205 -0.0369 1.47 -2.50 0.21 0.34
H -1.4777 -0.0246 -2.0077 -1.56 0.12 0.90 0.27
H 1.4691 2.7551 -1.2991 -0.77 0.61 -0.54 0.29
H -0.1528 -0.3745 -0.8726 0.35 0.22 1.64 0.44
H 1.1372 0.6156 -3.2696 0.76 -2.08 0.68 0.34
H -0.7873 0.2112 -3.2790 0.43 -0.45 0.04 0.33
H -1.6906 0.8785 3.8820 -0.58 0.67 0.65 0.27
H -0.8785 -0.7397 0.4838 -0.33 -0.79 0.51 0.39
H 1.3375 -0.6330 0.9609 -0.63 0.31 -0.29 0.29
```
Positions in Å, forces in eV/Å.

Summary:
Lowest unoccupied orbital energy: -0.129 eV
Kohn-Sham gap: 10.84 eV
SMILES string: O.O.O.O.O.O.O.O.O
Total energy: -687.933177 hartree


No. 2
# H18O9

A structure of composition H18O9 (ωB97M-V with the def2-TZVPD basis set, OMol25).

The geometry in XYZ format:
```
27
Properties=species:S:1:pos:R:3:forces:R:3:mulliken_charge:R:1
O -0.3889 -1.4343 -1.8430 -3.06 -5.34 -7.53 -0.81
O 0.0638 1.0069 -2.0615 0.66 2.68 -1.57 -0.70
O -0.0331 -0.4154 -0.2223 3.87 2.20 11.85 -1.14
O 1.8604 -1.1403 -1.4099 2.33 -1.73 -1.11 -0.67
O 1.4969 -0.5582 1.8596 0.56 -1.23 2.07 -0.62
O -2.2329 0.1311 -0.6100 -1.50 1.07 -0.25 -0.77
O -2.7019 0.1105 1.8881 -0.53 -0.21 1.47 -0.72
O 1.9955 0.6471 -0.0140 1.78 4.93 1.53 -0.68
O -0.4346 0.9553 1.3791 0.61 4.27 3.59 -0.66
H 0.0984 0.4547 -1.2804 0.51 0.80 -0.50 0.44
H 2.0366 -0.8568 -2.3070 -0.01 -0.32 -0.24 0.30
H -0.6013 1.6653 -1.8607 -0.37 0.18 -0.30 0.30
H -0.7830 1.5864 2.0088 -0.72 0.32 0.34 0.35
H -0.2355 -0.8998 -1.0639 -0.89 -4.13 -4.93 0.45
H -1.3501 -0.2298 -0.6915 -2.44 -0.42 -1.16 1.19
H 0.7923 -0.7441 0.1339 -0.17 -0.56 -0.63 0.40
H 1.8349 0.6623 0.9295 1.15 -0.60 0.11 0.35
H -1.8866 0.2948 1.4217 -1.10 -0.35 -0.33 0.46
H -2.9947 -0.7302 1.5365 -0.20 -0.07 0.26 0.33
H 1.1316 -1.4424 1.8894 -0.01 -0.54 0.11 0.31
H 1.7496 1.5224 -0.3133 0.22 0.37 -1.14 0.36
H 2.0681 -0.3765 -0.8717 0.91 -0.40 -0.86 0.52
H -2.7543 -0.5883 -0.2537 -0.19 -0.03 -0.59 0.16
H 0.4262 1.3015 1.1436 0.02 0.51 -0.04 0.40
H -0.3777 0.1590 0.4615 -0.94 -0.65 -0.24 -0.12
H 1.3037 -0.1895 2.7215 -0.08 -0.14 0.49 0.30
H -0.0833 -0.8920 -2.5701 -0.41 -0.60 -0.39 0.26
```
Positions in Å, forces in eV/Å.

Summary:
Lowest unoccupied orbital energy: -0.834 eV
Kohn-Sham gap: 7.02 eV
Total energy: -687.565875 hartree


No. 3
# H18O9

A cluster of 9 separate species, H18O9 in total (ωB97M-V with the def2-TZVPD basis set, OMol25).

The geometry in XYZ format:
```
27
Properties=species:S:1:pos:R:3:forces:R:3:mulliken_charge:R:1
O -0.1157 -0.1466 -0.5634 -3.78 -1.33 2.04 -0.54
O -2.7752 1.9082 -1.9786 0.09 0.23 0.22 -0.59
O -2.0241 4.2785 0.6559 0.10 -0.25 0.06 -0.60
O -0.5543 -3.2187 -0.6663 0.51 0.06 -0.26 -0.64
O 5.8282 0.8574 -1.0301 -0.11 -0.15 -0.05 -0.62
O -2.1665 0.5747 2.4093 0.18 0.23 -0.02 -0.62
O -3.2878 -3.5821 -0.2644 -0.41 -0.07 -0.08 -0.59
O 3.4672 -1.1319 2.4588 -0.16 0.03 -0.24 -0.63
O 1.6944 0.4545 -1.3421 4.09 1.26 -1.21 -0.64
H -1.9642 3.4795 0.1201 -0.02 0.17 0.03 0.24
H -2.2231 1.8218 -1.1933 -0.13 -0.30 -0.15 0.28
H 4.8908 0.6576 -0.9285 0.11 0.06 -0.02 0.30
H -1.3184 0.4360 2.8457 -0.11 -0.10 -0.03 0.31
H 6.1665 0.1301 -1.5644 0.03 0.10 0.04 0.32
H -0.2824 0.7956 -0.4472 0.12 -0.36 -0.14 0.24
H -1.2301 4.2549 1.2017 -0.04 0.12 -0.04 0.32
H -0.8808 -3.7468 -1.4035 -0.09 0.04 0.24 0.30
H 2.2365 0.8612 -0.6567 0.41 0.20 -0.24 0.32
H -3.6920 -2.7694 0.0600 0.10 0.00 0.02 0.31
H 1.9757 -0.4673 -1.3475 -0.01 0.04 -0.35 0.32
H -2.3424 1.5144 2.5318 -0.12 -0.05 0.03 0.32
H -0.8906 -2.3333 -0.8451 -0.03 0.10 0.10 0.30
H -4.0371 -4.1260 -0.5322 0.03 0.03 0.03 0.30
H 0.6489 -0.3204 -0.0030 -0.80 0.04 -0.11 0.32
H -3.2649 2.7253 -1.8322 -0.08 -0.03 -0.12 0.34
H 3.6117 -1.9583 1.9843 0.04 0.01 0.09 0.33
H 2.5296 -0.9489 2.3309 0.07 -0.07 0.14 0.30
```
Positions in Å, forces in eV/Å.

Summary:
Lowest unoccupied orbital energy: -0.454 eV
Kohn-Sham gap: 9.47 eV
SMILES string: O.O.O.O.O.O.O.O.O
Total energy: -687.849295 hartree


No. 4
# H18O9

A cluster of 9 separate species, H18O9 in total (ωB97M-V with the def2-TZVPD basis set, OMol25).

The geometry in XYZ format:
```
27
Properties=species:S:1:pos:R:3:forces:R:3:mulliken_charge:R:1
O -2.3355 2.8987 -1.5388 -1.31 -2.22 2.42 -0.64
O 1.1017 4.0779 -1.8277 -1.87 1.65 0.85 -0.63
O 0.9108 1.1485 2.0897 1.55 -1.50 0.01 -0.63
O 0.3573 -2.7959 -1.8313 -0.76 0.00 -0.40 -0.63
O -0.0506 0.7541 -0.2168 -2.78 1.67 -0.51 -0.63
O 0.1244 -2.8877 0.9016 0.02 -1.96 1.09 -0.56
O -2.0724 -2.1142 -3.0995 -0.12 1.50 1.10 -0.66
O 3.0487 -0.5109 2.3691 1.92 0.33 -3.14 -0.62
O -1.1016 -0.6588 3.1484 -0.74 -2.00 -3.84 -0.57
H 0.7375 2.0256 1.8313 -0.48 1.91 -0.36 0.30
H -1.1129 -0.1433 3.8938 -0.19 2.23 2.57 0.27
H -1.6799 -0.2675 2.4488 0.74 -0.37 1.34 0.29
H 1.6754 0.9292 1.4983 -0.83 0.17 1.24 0.33
H -1.5090 -2.5616 -3.7276 0.47 0.26 -0.15 0.33
H 0.0394 0.3268 0.6353 0.34 -0.32 0.65 0.30
H 0.6058 3.4224 -1.3106 0.35 -0.12 -0.30 0.30
H -1.9048 2.0106 -1.6222 -0.27 1.08 -0.43 0.32
H 3.9418 -0.6816 2.7231 -0.58 0.02 0.22 0.29
H 0.8689 -3.5146 0.8126 -0.72 0.28 0.09 0.31
H -0.4692 -2.3416 -1.5205 1.11 -1.24 -0.43 0.41
H 0.4976 4.8816 -1.6764 1.49 -1.58 -0.57 0.34
H 0.4745 -2.1375 0.4812 0.63 1.65 -0.84 0.20
H -1.5799 -1.3325 -2.7122 -0.67 -1.47 -1.21 0.32
H 0.0649 -3.6025 -2.3132 0.09 0.97 0.73 0.29
H 3.3290 -0.3447 1.3768 -0.96 -0.60 2.76 0.34
H -0.8165 1.3903 0.0340 1.95 -1.40 -0.85 0.31
H -3.0259 2.6477 -0.8091 1.62 1.07 -2.03 0.34
```
Positions in Å, forces in eV/Å.

Summary:
Lowest unoccupied orbital energy: -0.210 eV
Kohn-Sham gap: 10.37 eV
SMILES string: O.O.O.O.O.O.O.O.O
Total energy: -687.863563 hartree


No. 5
# H18O9

A structure of composition H18O9 (ωB97M-V with the def2-TZVPD basis set, OMol25).

The geometry in XYZ format:
```
27
Properties=species:S:1:pos:R:3:forces:R:3:mulliken_charge:R:1
O -0.2127 2.4650 -0.3267 -2.04 0.82 11.72 -0.67
O -0.0392 -0.3086 -2.4965 -0.54 0.74 -3.83 -0.68
O -0.4535 -0.1188 -0.3862 -2.95 1.47 -2.14 -0.86
O -1.5206 -1.8848 0.3852 -1.93 -3.02 1.58 -0.69
O 0.6838 0.4639 1.2190 7.38 5.96 1.00 -0.69
O 1.7816 -1.7856 1.7069 0.76 -0.37 0.52 -0.68
O 0.4094 2.5399 -2.1416 3.37 0.41 -7.87 -0.82
O 0.7567 -2.1759 -1.3443 0.76 -1.62 1.02 -0.64
O -0.7942 -0.4313 2.3530 -4.45 -2.08 4.34 -0.51
H 0.0327 0.2244 1.8785 0.18 0.73 1.51 0.35
H 1.2411 -2.5343 -2.0881 0.08 -0.10 -0.09 0.28
H -2.3198 -1.6506 0.8571 -0.67 -0.65 -0.06 0.25
H -1.2843 -0.1214 3.1145 -0.17 -0.01 0.63 0.33
H 1.2852 -1.5331 0.9284 0.04 -0.55 -0.44 0.46
H -0.7945 -0.5956 -1.9832 -0.13 -0.33 -0.45 0.36
H -0.4501 0.8093 -0.6206 0.21 -0.30 -0.15 0.34
H 0.7376 2.5075 -0.2196 0.16 -0.22 0.70 0.29
H -1.2560 -1.0767 -0.0544 -0.31 0.23 -1.13 0.57
H -1.4222 -0.3934 1.6316 -0.46 -0.73 -0.60 0.29
H 1.4850 0.6208 1.7187 0.69 -0.46 -0.14 0.30
H 1.1365 -1.7835 2.4140 -0.18 -0.24 0.04 0.29
H 0.6902 -1.2393 -1.5301 0.48 0.12 -0.19 0.42
H -0.5511 2.3817 0.5648 -0.54 -0.07 0.70 0.32
H 1.2640 2.7703 -1.7773 0.35 0.09 -0.90 0.26
H 0.0566 -0.1639 0.4225 0.94 -0.70 -0.89 0.40
H -0.1653 2.4693 -1.3793 -1.43 0.35 -4.59 0.45
H -0.2969 0.5444 -2.8462 0.40 0.53 -0.29 0.29
```
Positions in Å, forces in eV/Å.

Summary:
Lowest unoccupied orbital energy: -0.604 eV
Kohn-Sham gap: 9.18 eV
Total energy: -687.610224 hartree


No. 6
# H18O9

A structure of composition H18O9 (ωB97M-V with the def2-TZVPD basis set, OMol25).

The geometry in XYZ format:
```
27
Properties=species:S:1:pos:R:3:forces:R:3:mulliken_charge:R:1
O 47.7727 -8.5697 29.5238 4.08 -0.55 -2.98 -0.80
O 48.5576 -6.3906 28.6725 0.31 -1.88 0.34 -0.49
O 45.8145 -7.4761 29.8441 -1.82 3.18 -0.65 -0.67
O 46.3165 -6.0154 27.0277 0.34 1.73 -2.22 -0.61
O 45.0483 -7.3014 32.5802 1.37 -0.88 0.36 -0.72
O 45.6285 -4.9007 32.3666 4.63 0.52 -0.57 -0.69
O 47.4178 -5.0727 29.8155 -3.56 5.68 -0.47 -0.81
O 42.1226 -6.5449 31.8092 -0.36 -1.94 -3.87 -0.61
O 47.6586 -8.7099 31.8402 1.47 2.20 4.03 -0.73
H 46.9613 -4.1598 29.4880 1.44 -3.13 1.53 0.30
H 48.2899 -7.9809 32.2113 -1.71 -2.15 -0.87 0.24
H 45.7208 -7.3708 30.7985 -0.85 -0.45 0.87 0.31
H 46.0946 -6.5451 29.5799 -0.38 -0.98 0.49 0.45
H 45.6717 -6.5170 32.5200 -1.36 -1.09 0.87 0.37
H 47.9393 -5.4002 28.9837 -1.49 1.52 2.60 0.33
H 48.6965 -6.2555 27.8108 1.16 0.27 -5.77 0.26
H 42.0927 -6.1095 32.5787 -1.40 3.08 4.65 0.27
H 46.9506 -8.0613 29.7040 -0.51 -0.05 -1.19 0.76
H 46.4187 -4.6135 32.9672 -2.31 -0.41 -1.19 0.37
H 46.0009 -6.6579 27.6291 -1.08 -1.26 0.45 0.35
H 47.5713 -8.4588 30.9107 1.00 -0.67 -0.06 0.13
H 43.0166 -6.7994 31.9404 1.88 -1.20 -0.75 0.32
H 45.5553 -8.0439 33.0085 -0.60 1.00 -0.87 0.30
H 49.2829 -6.7671 29.0828 2.98 -0.29 1.33 0.32
H 46.2230 -5.1961 31.5709 -1.51 1.22 1.18 0.33
H 45.7173 -5.8989 26.2391 0.78 -0.59 1.66 0.31
H 48.3970 -7.9042 29.0874 -2.50 -2.90 1.07 0.39
```
Positions in Å, forces in eV/Å.

Summary:
Lowest unoccupied orbital energy: -0.217 eV
Kohn-Sham gap: 9.81 eV
Total energy: -687.781216 hartree


No. 7
# H18O9

A cluster of 9 separate species, H18O9 in total (ωB97M-V with the def2-TZVPD basis set, OMol25).

The geometry in XYZ format:
```
27
Properties=species:S:1:pos:R:3:forces:R:3:mulliken_charge:R:1
O 22.3445 -13.7315 14.7705 -0.02 -1.52 -1.85 -0.62
O 19.5522 -15.0973 16.8002 0.99 1.35 0.29 -0.64
O 22.7109 -16.3304 14.1571 0.55 0.58 0.35 -0.72
O 21.8299 -16.8383 16.7810 -0.81 0.99 1.58 -0.66
O 20.6982 -17.5828 13.0688 -0.33 -0.05 0.04 -0.68
O 23.3463 -19.0374 11.9670 1.22 0.21 0.82 -0.65
O 24.7886 -15.9993 12.3962 -0.09 0.42 -0.36 -0.70
O 21.9182 -15.2434 11.5972 0.23 0.75 -0.31 -0.58
O 23.4614 -17.0679 10.2864 -0.33 0.33 -1.38 -0.72
H 18.6225 -15.2643 16.8466 -0.37 -0.87 -0.40 0.30
H 23.2700 -13.6441 14.8777 1.74 -0.18 -0.08 0.28
H 22.5751 -19.5403 11.7575 -0.80 -0.16 -0.24 0.28
H 21.5877 -17.3340 13.4076 -0.63 -0.06 -0.14 0.47
H 25.0240 -16.3102 13.2670 0.59 -0.43 0.24 0.32
H 24.9158 -16.7235 11.7676 0.12 0.00 0.18 0.34
H 22.8944 -17.1836 9.4902 0.67 0.02 0.92 0.30
H 23.3175 -16.1891 13.4037 -0.54 0.03 0.18 0.22
H 21.2374 -17.5421 16.5784 -0.47 -1.02 -0.28 0.33
H 22.4948 -14.4854 11.7018 0.95 0.17 1.16 0.31
H 20.1618 -16.7940 13.2391 0.26 -0.32 -0.12 0.27
H 22.5285 -16.8930 16.1645 1.19 -0.16 -1.41 0.31
H 22.3063 -15.4543 14.3604 0.28 -0.65 -0.17 0.51
H 23.0157 -16.3945 10.8324 -0.34 0.12 -0.10 0.45
H 23.3773 -18.2372 11.4085 -0.46 -0.79 -0.16 0.40
H 21.5170 -14.8551 10.8257 -1.29 -0.49 -0.90 0.24
H 20.1403 -15.7543 16.4071 -0.56 -0.28 0.19 0.38
H 22.0474 -13.0893 15.3477 -1.72 1.98 1.96 0.27
```
Positions in Å, forces in eV/Å.

Summary:
Lowest unoccupied orbital energy: 0.001 eV
Kohn-Sham gap: 10.20 eV
SMILES string: O.O.O.O.O.O.O.O.O
Total energy: -687.930580 hartree


No. 8
# H18O9

A cluster of 9 separate species, H18O9 in total (ωB97M-V with the def2-TZVPD basis set, OMol25).

The geometry in XYZ format:
```
27
Properties=species:S:1:pos:R:3:forces:R:3:mulliken_charge:R:1
O 0.7446 -0.2875 4.1704 -0.73 -1.32 0.07 -0.65
O 0.7630 0.0593 0.0510 0.77 -0.16 -0.85 -0.58
O -1.4750 -0.3838 -1.4272 -1.03 1.10 -0.21 -0.59
O -1.8855 -1.9188 1.4164 0.11 1.28 0.29 -0.59
O -1.0055 0.5650 2.4815 0.93 2.80 -1.57 -0.79
O 2.2845 2.2420 -0.4643 -0.55 0.55 0.06 -0.63
O 1.8514 -2.6991 -0.1380 -0.92 0.65 1.00 -0.61
O 1.0638 -1.8258 -3.3493 0.68 -0.58 -0.16 -0.61
O -0.6518 2.5176 -2.3459 0.19 -1.05 0.66 -0.57
H 0.0218 0.0668 3.6340 0.44 -0.09 0.46 0.43
H -1.2883 2.2123 -1.6857 0.22 0.12 -0.22 0.27
H -2.4120 -1.7140 0.6348 0.03 -0.08 0.21 0.30
H 1.8250 -1.2522 -3.3637 0.98 -0.08 -0.22 0.32
H -0.0627 -0.0056 -0.4082 -0.89 -0.25 -1.22 0.34
H 2.3090 -2.7446 -0.9513 0.85 -0.43 -1.41 0.31
H -0.6327 1.4527 2.1473 -0.42 -1.93 0.75 0.35
H -1.5976 -1.0272 1.7553 -0.19 -1.55 -0.60 0.33
H 1.4321 -1.8228 -0.2130 0.10 -0.29 0.47 0.35
H -2.3692 -0.0120 -1.5746 0.78 -0.33 -0.03 0.26
H 1.7613 1.4266 -0.6091 0.23 0.59 0.34 0.39
H -1.9211 0.7988 2.5373 -1.24 -0.03 0.41 0.29
H 1.3672 0.3925 4.3209 0.94 1.10 0.20 0.29
H -1.5963 -1.3246 -1.4305 0.04 -0.97 -0.01 0.27
H 1.6290 2.9485 -0.2850 0.59 -0.76 -0.36 0.28
H 0.4337 -1.1702 -3.1254 -1.66 0.79 0.38 0.27
H -1.0110 3.3186 -2.6880 -0.40 0.97 -0.43 0.29
H 0.4224 0.1875 0.9104 0.13 -0.06 1.99 0.28
```
Positions in Å, forces in eV/Å.

Summary:
Lowest unoccupied orbital energy: -0.923 eV
Kohn-Sham gap: 9.49 eV
SMILES string: O.O.O.O.O.O.O.O.O
Total energy: -687.908383 hartree


Energy relative to the best compared isomer or geometry (same formula, charge and spin), record by record: 2.520; 12.515; 4.803; 4.415; 11.308; 6.655; 2.591; 3.195 eV